The following is a DFT calculation (the ωB97M-V functional and the def2-TZVPD basis) of a 2-piece molecular cluster, C25H33ClN3 overall.

The geometry in ORCA input format:
```
! RIJCOSX wB97M-V def2-TZVPD def2/J DEFGRID3
* xyz 1 1
C 0.650 0.454 2.848
N -0.473 0.539 1.902
C -1.011 1.876 1.591
C -0.896 -0.545 1.294
Cl -1.697 -0.479 -0.201
H 0.809 1.443 3.284
H 0.419 -0.272 3.639
H 1.568 0.125 2.333
H -0.556 2.579 2.294
H -0.752 2.173 0.569
H -2.096 1.884 1.707
H -0.565 -1.509 1.660
C -8.367 -2.129 -1.313
C -7.072 -2.792 -0.947
C -6.323 -3.465 -1.913
C -5.164 -4.166 -1.567
C -4.448 -4.884 -2.666
C -4.742 -4.179 -0.221
N -3.600 -4.957 0.144
C -2.539 -4.506 0.908
C -2.179 -3.255 1.319
N -1.794 -5.624 1.249
C -0.893 -5.608 2.357
C -1.382 -6.005 3.608
C -2.730 -6.626 3.778
C -0.622 -5.721 4.746
C 0.603 -5.063 4.660
C 1.335 -4.660 5.908
C 1.107 -4.743 3.393
C 0.364 -4.988 2.233
C 0.881 -4.561 0.896
C -2.397 -6.738 0.709
C -3.461 -6.335 -0.019
C -5.492 -3.512 0.765
C -5.200 -3.657 2.224
C -6.601 -2.755 0.366
H -8.759 -1.578 -0.454
H -8.230 -1.439 -2.153
H -9.132 -2.857 -1.614
H -6.650 -3.466 -2.958
H -3.482 -5.289 -2.370
H -5.061 -5.711 -3.050
H -4.284 -4.203 -3.512
H -1.311 -3.214 1.957
H -2.821 -2.444 1.029
H -2.767 -7.047 4.792
H -3.541 -5.885 3.697
H -2.898 -7.444 3.067
H -1.012 -6.000 5.725
H 2.240 -4.096 5.663
H 0.697 -4.021 6.534
H 1.623 -5.520 6.528
H 2.083 -4.254 3.318
H 1.928 -4.254 1.002
H 0.844 -5.392 0.180
H 0.330 -3.706 0.481
H -2.009 -7.730 0.876
H -4.158 -6.919 -0.605
H -5.950 -3.098 2.789
H -5.251 -4.701 2.559
H -4.231 -3.247 2.518
H -7.135 -2.158 1.110
*
```

Summary:
Energy relative to the best compared isomer or geometry (same formula, charge and spin), kcal per mole: 0.00
E_tot, hartree: -1596.60305
HOMO energy, eV: -9.02
HOMO-LUMO gap, eV: 4.43

The following is a DFT calculation (the ωB97M-V functional and the def2-TZVPD basis) of a 3-piece molecular cluster, C25H33FIN6O13PS overall.

The geometry in ORCA input format:
```
! RIJCOSX wB97M-V def2-TZVPD def2/J DEFGRID3
* xyz 0 1
N 4.827 -0.366 2.134
C 3.730 -0.689 2.271
O 2.488 -1.041 2.448
C 1.673 -0.824 1.315
C 0.691 0.127 1.523
C 0.562 0.845 2.838
C 1.736 1.812 3.095
C 1.398 3.283 2.902
I 1.444 3.781 0.828
C -0.140 0.361 0.444
C 0.050 -0.234 -0.794
C 1.094 -1.135 -0.975
S 1.452 -1.765 -2.603
O 2.861 -1.875 -2.709
O 0.687 -1.135 -3.606
F 0.827 -3.202 -2.438
C 1.896 -1.525 0.129
P 3.203 -2.886 0.186
N 3.299 -3.550 1.575
O 4.529 -2.255 -0.400
O 2.914 -3.972 -0.938
C -1.069 0.296 -1.698
O -1.314 0.129 -2.852
N -1.887 1.098 -0.877
C -3.343 1.013 -1.046
C -3.864 -0.428 -0.947
C -4.618 -0.716 0.372
C -3.771 -1.579 1.318
N -3.970 -1.179 2.725
C -2.988 -1.688 3.602
N -2.042 -1.025 4.139
N -3.157 -3.033 3.908
C -1.354 1.230 0.395
O -1.808 1.920 1.274
H 0.558 0.097 3.630
H -0.388 1.366 2.843
H 2.550 1.591 2.404
H 2.118 1.660 4.105
H 0.404 3.540 3.259
H 2.139 3.900 3.399
H 2.663 -3.218 2.281
H 4.576 -1.305 -0.236
H 2.072 -4.397 -0.735
H -3.649 1.498 -1.968
H -3.767 1.608 -0.240
H -3.048 -1.146 -1.041
H -4.526 -0.619 -1.792
H -4.877 0.218 0.869
H -5.543 -1.241 0.141
H -4.070 -2.624 1.223
H -2.710 -1.488 1.050
H -3.951 -0.168 2.776
H -2.089 -0.052 3.852
H -2.292 -3.412 4.269
H -3.487 -3.580 3.126
C -6.836 -0.243 -6.433
C -6.589 0.865 -5.446
C -5.257 0.836 -4.732
O -5.565 1.540 -3.517
C -6.883 1.349 -3.255
O -7.412 1.632 -2.231
O -7.492 0.781 -4.321
H -7.849 -0.184 -6.829
H -6.134 -0.163 -7.263
H -6.718 -1.218 -5.959
H -6.746 1.841 -5.913
H -4.452 1.337 -5.263
H -4.951 -0.181 -4.474
C 9.004 0.921 2.388
C 7.928 1.067 1.347
C 8.356 1.657 0.020
O 7.129 2.229 -0.456
C 6.382 2.550 0.629
O 5.380 3.185 0.603
O 6.934 2.028 1.748
H 8.579 0.570 3.327
H 9.749 0.198 2.054
H 9.494 1.877 2.576
H 7.413 0.115 1.191
H 8.733 0.928 -0.692
H 9.084 2.462 0.149
*
```

Summary:
SMILES string: [H]/N=C(/N)NCCCCN1C(=O)c2c(CCCI)c(OC#N)c(P(=N)(O)O)c(S(=O)(=O)F)c2C1=O.C[C@@H]1COC(=O)O1.C[C@@H]1COC(=O)O1
E_tot, hartree: -3416.26848
HOMO energy, eV: -9.37
HOMO-LUMO gap, eV: 8.02

The following is a DFT calculation (the ωB97M-V functional and the def2-TZVPD basis) of C25H33MnN3O3 as an isolated structure.

The geometry in ORCA input format:
```
! RIJCOSX wB97M-V def2-TZVPD def2/J DEFGRID3
* xyz 1 5
Mn -0.136 -0.933 0.285
C -1.898 0.553 -3.280
C -0.728 -0.309 -3.659
C -0.705 -0.993 -4.871
C 0.378 -1.778 -5.229
C 1.462 -1.902 -4.376
C 1.483 -1.248 -3.150
C 2.658 -1.372 -2.222
C 0.382 -0.453 -2.822
N 0.383 0.176 -1.534
C 0.645 1.418 -1.412
C 1.004 2.340 -2.530
C 0.623 1.955 -0.009
C 0.980 3.388 0.221
N 0.297 1.123 0.897
C 0.289 1.502 2.279
C -0.940 1.796 2.870
C -2.207 1.777 2.069
C -0.938 2.111 4.224
C 0.243 2.124 4.950
C 1.446 1.821 4.333
C 1.495 1.499 2.979
C 2.792 1.159 2.303
H -2.749 0.343 -3.927
H -1.664 1.614 -3.399
H -2.207 0.387 -2.247
H -1.553 -0.906 -5.539
H 0.376 -2.300 -6.176
H 2.307 -2.517 -4.659
H 3.324 -2.168 -2.549
H 2.356 -1.594 -1.196
H 3.236 -0.445 -2.190
H 1.036 1.815 -3.480
H 1.977 2.795 -2.342
H 0.279 3.153 -2.594
H 2.007 3.575 -0.098
H 0.880 3.652 1.269
H 0.336 4.036 -0.375
H -2.363 0.798 1.610
H -2.194 2.526 1.273
H -3.062 1.989 2.708
H -1.876 2.345 4.710
H 0.227 2.373 6.003
H 2.366 1.830 4.904
H 3.603 1.151 3.029
H 3.053 1.887 1.531
H 2.745 0.171 1.839
N -3.880 -2.438 -0.602
C -2.590 -2.172 -0.409
O -2.155 -1.009 -0.441
C -1.628 -3.294 -0.134
C -0.229 -2.833 -0.506
H -4.530 -1.677 -0.713
H -4.227 -3.380 -0.576
H -1.921 -4.205 -0.665
H -1.704 -3.507 0.936
H -0.097 -2.677 -1.577
H 0.569 -3.426 -0.071
C 0.240 -1.787 4.127
C -0.025 -1.546 2.674
O 0.944 -1.637 1.839
O -1.151 -1.229 2.248
H 1.056 -2.493 4.257
H -0.660 -2.127 4.631
H 0.538 -0.830 4.563
*
```

Summary:
Energy relative to the best compared isomer or geometry (same formula, charge and spin), kcal per mole: 0.00
E_tot, hartree: -2513.34940
HOMO energy (spin up / spin down), eV: -11.40 / -11.53
HOMO-LUMO gap (spin up / spin down), eV: 7.94 / 7.86

The following is a DFT calculation (the ωB97M-V functional and the def2-TZVPD basis) of C25H33N2O5PtS2 as an isolated structure.

The geometry in ORCA input format:
```
! RIJCOSX wB97M-V def2-TZVPD def2/J DEFGRID3
* xyz 1 3
Pt 1.402 0.628 -0.814
C 6.086 2.687 -0.628
O 4.827 3.391 -0.636
C 3.755 2.629 -0.800
O 3.765 1.419 -0.920
N 2.634 3.401 -0.874
N 1.381 2.776 -0.901
H 6.843 3.463 -0.603
H 6.180 2.080 -1.524
H 6.148 2.058 0.258
H 2.685 4.365 -0.592
H 0.850 3.104 -1.701
H 0.883 2.984 -0.036
C 1.538 1.724 4.353
S 1.227 0.863 2.809
O 1.532 1.848 1.725
C -0.550 0.760 2.890
C -1.118 -0.455 3.243
C -2.502 -0.573 3.252
C -3.292 0.511 2.892
C -2.709 1.719 2.535
C -1.330 1.849 2.531
H 0.988 2.664 4.366
H 2.610 1.900 4.401
H 1.230 1.085 5.180
H -0.489 -1.301 3.489
H -2.960 -1.511 3.535
H -4.370 0.411 2.888
H -3.332 2.558 2.255
H -0.853 2.775 2.239
O -0.858 1.127 -1.410
S -1.685 0.254 -0.467
C -3.376 0.646 -0.895
C -3.632 1.610 -1.852
C -4.955 1.914 -2.151
C -5.986 1.267 -1.492
C -5.709 0.311 -0.522
C -4.396 -0.003 -0.214
C -1.601 -1.405 -1.101
C -1.750 -2.440 -0.194
C -1.788 -3.743 -0.672
C -1.645 -3.986 -2.030
C -1.453 -2.934 -2.919
C -1.439 -1.628 -2.459
H -2.812 2.100 -2.357
H -5.173 2.659 -2.905
H -7.013 1.507 -1.731
H -6.517 -0.190 -0.007
H -4.172 -0.749 0.538
H -1.825 -2.236 0.867
H -1.913 -4.568 0.016
H -1.674 -5.002 -2.400
H -1.325 -3.134 -3.975
H -1.299 -0.793 -3.134
C 3.840 -1.851 0.224
C 2.670 -2.066 -0.728
C 3.055 -1.799 -2.173
C 2.076 -3.461 -0.565
O 1.626 -1.173 -0.299
H 4.645 -2.550 -0.009
H 3.524 -2.020 1.253
H 4.227 -0.835 0.135
H 3.896 -2.435 -2.455
H 3.362 -0.762 -2.317
H 2.221 -2.016 -2.841
H 2.823 -4.220 -0.804
H 1.225 -3.594 -1.231
H 1.746 -3.614 0.461
*
```

Summary:
Energy relative to the best compared isomer or geometry (same formula, charge and spin), kcal per mole: 13.33
E_tot, hartree: -2373.52381
HOMO energy (spin up / spin down), eV: -10.80 / -11.37
HOMO-LUMO gap (spin up / spin down), eV: 8.72 / 7.66

The following is a DFT calculation (the ωB97M-V functional and the def2-TZVPD basis) of one molecule with the formula C25H33NO5.

The geometry in ORCA input format:
```
! RIJCOSX wB97M-V def2-TZVPD def2/J DEFGRID3
* xyz 0 1
C 2.230 3.013 0.396
C 1.181 2.373 -0.501
H 0.183 2.536 -0.078
H 1.221 2.783 -1.514
O 1.373 0.967 -0.668
C 0.937 0.185 0.322
O 0.452 0.612 1.338
C 1.079 -1.305 0.005
C 0.754 -1.582 -1.467
C -0.709 -1.272 -1.773
N -1.566 -2.092 -0.943
C -1.362 -1.782 0.459
C 0.078 -2.089 0.863
H 0.211 -1.839 1.916
H 0.260 -3.156 0.726
H -2.042 -2.404 1.045
H -1.582 -0.725 0.683
C -2.968 -2.068 -1.338
C -3.640 -0.719 -1.193
C -3.530 0.221 -2.209
C -4.060 1.485 -2.057
C -4.732 1.816 -0.894
C -4.893 0.885 0.124
C -4.321 -0.395 -0.015
O -4.433 -1.400 0.907
C -4.501 -1.096 2.284
H -3.764 -0.339 2.562
H -5.496 -0.759 2.579
H -4.267 -2.031 2.796
O -5.605 1.143 1.269
C -6.153 2.424 1.450
H -5.378 3.198 1.465
H -6.892 2.661 0.678
H -6.647 2.393 2.420
H -5.150 2.804 -0.796
H -3.962 2.219 -2.843
H -3.025 -0.048 -3.125
H -3.491 -2.803 -0.724
H -3.015 -2.386 -2.383
H -0.915 -1.509 -2.821
H -0.893 -0.193 -1.623
H 1.397 -0.984 -2.115
H 0.939 -2.639 -1.668
C 2.521 -1.760 0.312
C 3.134 -1.101 1.552
O 3.600 0.204 1.263
C 4.790 0.255 0.565
C 4.792 0.688 -0.756
C 5.986 0.794 -1.447
C 7.181 0.463 -0.831
C 7.179 0.026 0.483
C 5.991 -0.081 1.182
H 5.987 -0.410 2.210
H 8.109 -0.231 0.969
H 8.111 0.545 -1.373
H 5.982 1.132 -2.473
H 3.853 0.934 -1.228
H 2.390 -0.977 2.341
H 3.957 -1.722 1.931
H 3.163 -1.524 -0.541
H 2.522 -2.843 0.443
H 3.221 2.922 -0.038
H 2.232 2.520 1.364
H 1.994 4.065 0.530
*
```

Summary:
SMILES string: CCOC(=O)C1(CCOc2ccccc2)CCN(Cc2cccc(OC)c2OC)CC1
Energy relative to the best compared isomer or geometry (same formula, charge and spin), kcal per mole: 22.00
E_tot, hartree: -1403.36805
HOMO energy, eV: -8.13
HOMO-LUMO gap, eV: 8.91

The following is a DFT calculation (the ωB97M-V functional and the def2-TZVPD basis) of C25H34BLuN8S as an isolated structure.

The geometry in ORCA input format:
```
! RIJCOSX wB97M-V def2-TZVPD def2/J DEFGRID3
* xyz 2 1
Lu -0.427 -0.209 -0.161
C -2.585 2.178 3.350
C -1.057 1.981 3.191
C -0.299 2.770 4.272
C -0.784 0.505 3.226
C -0.819 -0.457 4.302
C -0.645 -1.695 3.636
N -0.477 -1.468 2.321
N -0.642 -0.130 2.054
B -0.433 -2.614 1.251
N 0.897 -2.528 0.385
C 1.867 -3.411 0.370
C 2.880 -2.963 -0.495
C 2.491 -1.733 -0.991
N 1.306 -1.422 -0.486
C 3.326 -0.818 -1.830
C 4.531 -1.632 -2.358
C 2.448 -0.183 -2.951
N -1.626 -2.662 0.282
C -2.221 -3.776 -0.168
C -3.098 -3.410 -1.201
C -2.988 -1.967 -1.366
N -2.097 -1.528 -0.474
C -3.821 -1.109 -2.278
C -5.011 -1.873 -2.770
C -2.997 -0.401 -3.388
H -2.785 3.218 3.551
H -2.944 1.483 4.136
H -3.082 1.936 2.425
H -0.742 2.227 2.231
H -0.829 2.671 5.232
H -0.285 3.878 4.095
H 0.762 2.371 4.347
H -1.008 -0.326 5.345
H -0.626 -2.715 4.034
H -0.407 -3.672 1.863
H 1.869 -4.383 0.828
H 3.845 -3.410 -0.745
H 3.721 -0.046 -1.152
H 4.141 -2.391 -3.039
H 5.094 -2.197 -1.641
H 5.247 -0.972 -2.898
H 1.994 -0.909 -3.575
H 3.061 0.471 -3.635
H 1.734 0.472 -2.486
H -2.103 -4.792 0.267
H -3.754 -4.048 -1.758
H -4.238 -0.262 -1.656
H -4.728 -2.562 -3.632
H -5.660 -1.070 -3.198
H -5.484 -2.436 -1.947
H -2.511 -1.082 -4.073
H -2.297 0.311 -2.944
H -3.772 0.169 -3.983
N -1.632 3.446 -0.532
C -0.360 3.167 -0.731
N 0.202 2.112 -0.127
C 1.597 2.431 -0.073
C 2.548 1.980 0.866
C 3.882 2.445 0.903
C 4.273 3.295 -0.123
C 3.317 3.872 -0.980
C 1.998 3.420 -0.986
S 0.646 4.098 -1.894
H -2.197 2.842 -0.011
H -2.082 4.326 -0.942
H 2.186 1.137 1.436
H 4.691 1.976 1.499
H 5.337 3.528 -0.304
H 3.664 4.549 -1.714
*
```

Summary:
Energy relative to the best compared isomer or geometry (same formula, charge and spin), kcal per mole: 18.15
E_tot, hartree: -3069.29036
HOMO energy, eV: -14.16
HOMO-LUMO gap, eV: 8.08

The following is a DFT calculation (the ωB97M-V functional and the def2-TZVPD basis) of a 6-piece molecular cluster, C25H34BN8O2 overall.

The geometry in ORCA input format:
```
! RIJCOSX wB97M-V def2-TZVPD def2/J DEFGRID3
* xyz 1 1
N -0.488 -0.741 2.268
C -0.974 0.651 2.485
C -2.471 0.613 2.644
C -3.106 0.441 3.899
C -4.459 0.345 3.959
C -5.198 0.426 2.768
B -6.799 0.329 2.712
O -7.427 1.359 2.120
O -7.441 -0.707 3.303
N -4.493 0.612 1.655
N -3.185 0.710 1.540
H -1.092 -1.141 1.552
H -0.715 -1.250 3.121
H -0.507 1.021 3.397
H -0.696 1.268 1.632
H -2.496 0.394 4.795
H -4.982 0.207 4.897
H -8.380 1.222 2.019
H -7.001 -1.563 3.317
H -4.976 0.723 0.767
N 4.199 1.958 -0.014
C 3.315 2.979 0.204
C 2.156 2.432 0.688
C 2.352 1.025 0.768
C 3.624 0.768 0.325
H 5.135 2.065 -0.364
H 3.578 4.000 -0.019
H 1.272 2.989 0.955
H 1.648 0.283 1.109
H 4.163 -0.158 0.230
N -0.880 -3.919 0.350
C -0.260 -3.743 -0.861
C -0.291 -4.939 -1.523
C -0.952 -5.875 -0.678
C -1.302 -5.217 0.470
H -0.998 -3.206 1.042
H 0.150 -2.788 -1.145
H 0.112 -5.129 -2.503
H -1.143 -6.914 -0.891
H -1.809 -5.562 1.355
N -3.130 -5.821 -3.187
C -3.718 -7.041 -3.377
C -3.979 -7.178 -4.715
C -3.528 -5.993 -5.357
C -3.009 -5.177 -4.387
H -2.818 -5.461 -2.302
H -3.898 -7.708 -2.551
H -4.437 -8.034 -5.183
H -3.576 -5.770 -6.410
H -2.562 -4.200 -4.451
N 3.191 2.728 -4.259
C 3.703 2.743 -5.528
C 5.062 2.610 -5.434
C 5.382 2.510 -4.053
C 4.207 2.585 -3.353
H 2.219 2.811 -4.027
H 3.062 2.847 -6.386
H 5.751 2.587 -6.261
H 6.366 2.398 -3.627
H 4.005 2.554 -2.297
N 4.244 5.082 2.643
C 4.454 6.345 2.159
C 4.666 7.175 3.227
C 4.582 6.381 4.403
C 4.322 5.095 4.008
H 4.058 4.272 2.079
H 4.438 6.549 1.102
H 4.862 8.233 3.173
H 4.704 6.715 5.419
H 4.192 4.193 4.581
*
```

Summary:
Energy relative to the best compared isomer or geometry (same formula, charge and spin), kcal per mole: 0.00
E_tot, hartree: -1586.20515
HOMO energy, eV: -9.58
HOMO-LUMO gap, eV: 4.30